# 1
{
  "formula": "C18H53FNO7PS7",
  "method": "ωB97M-V with the def2-TZVPD basis set",
  "charge": 0,
  "homo_lumo_gap_ev": 8.635,
  "lumo_ha": 0.015,
  "homo_energy_ev": -8.2,
  "elements": ["C", "C", "C", "C", "N", "P", "F", "H", "H", "H", "H", "H", "H", "H", "H", "H", "H", "H", "C", "S", "O", "C", "H", "H", "H", "H", "H", "H", "C", "S", "O", "C", "H", "H", "H", "H", "H", "H", "C", "S", "O", "C", "H", "H", "H", "H", "H", "H", "C", "S", "O", "C", "H", "H", "H", "H", "H", "H", "C", "S", "O", "C", "H", "H", "H", "H", "H", "H", "C", "S", "O", "C", "H", "H", "H", "H", "H", "H", "C", "S", "O", "C", "H", "H", "H", "H", "H", "H"],
  "coordinates": [[-4.15, -4.08, 1.09], [-2.68, -4.03, 0.64], [-2.24, -2.70, 0.04], [-2.82, -1.48, 0.74], [-2.57, -1.46, 2.20], [-1.46, -0.30, 2.72], [-2.09, 0.13, 4.14], [-4.34, -5.07, 1.51], [-4.33, -3.37, 1.88], [-4.83, -3.94, 0.25], [-2.07, -4.25, 1.52], [-2.52, -4.85, -0.05], [-2.55, -2.65, -1.00], [-1.16, -2.61, 0.06], [-2.32, -0.61, 0.31], [-3.88, -1.33, 0.53], [-2.40, -2.38, 2.58], [-0.39, -1.11, 3.21], [-1.57, 3.92, -1.54], [-1.65, 2.28, -0.85], [-2.89, 1.63, -1.38], [-2.01, 2.82, 0.83], [-1.39, 3.84, -2.61], [-2.51, 4.44, -1.37], [-0.75, 4.47, -1.07], [-2.92, 3.42, 0.83], [-1.17, 3.40, 1.20], [-2.14, 1.93, 1.45], [-1.59, 6.56, 2.55], [-0.13, 6.97, 1.58], [0.10, 5.82, 0.66], [1.03, 6.81, 2.94], [-2.45, 6.57, 1.88], [-1.48, 5.57, 2.99], [-1.72, 7.32, 3.33], [0.97, 5.81, 3.36], [0.80, 7.56, 3.69], [2.03, 6.99, 2.54], [-1.32, -5.01, -3.39], [0.27, -5.01, -2.55], [0.15, -4.07, -1.41], [1.16, -4.15, -3.85], [-2.05, -5.47, -2.73], [-1.62, -3.98, -3.61], [-1.24, -5.59, -4.31], [0.69, -3.18, -4.03], [1.16, -4.76, -4.75], [2.18, -4.01, -3.51], [5.03, -5.02, -4.89], [4.05, -6.38, -5.52], [2.81, -6.46, -4.70], [5.15, -7.68, -4.94], [4.51, -4.09, -5.11], [5.14, -5.13, -3.81], [6.00, -5.02, -5.38], [5.26, -7.60, -3.85], [6.11, -7.58, -5.43], [4.70, -8.64, -5.19], [-2.06, 11.95, 4.50], [-2.13, 10.24, 3.95], [-0.80, 9.93, 3.35], [-3.25, 10.53, 2.58], [-1.37, 12.01, 5.34], [-1.71, 12.59, 3.69], [-3.06, 12.26, 4.83], [-2.82, 11.26, 1.89], [-4.21, 10.88, 2.96], [-3.40, 9.58, 2.06], [-3.77, -0.08, 6.84], [-5.46, -0.70, 6.94], [-6.30, 0.42, 7.43], [-5.17, -1.79, 8.34], [-3.73, 0.66, 6.04], [-3.50, 0.38, 7.79], [-3.10, -0.90, 6.60], [-4.79, -1.21, 9.19], [-4.45, -2.56, 8.06], [-6.11, -2.26, 8.61], [9.49, -3.29, -7.15], [8.52, -4.66, -7.79], [7.27, -4.72, -6.99], [9.59, -5.96, -7.18], [8.96, -2.37, -7.39], [9.59, -3.39, -6.07], [10.47, -3.29, -7.63], [9.69, -5.88, -6.09], [10.57, -5.88, -7.65], [9.14, -6.92, -7.43]]
}



# 2
{
  "formula": "C2H10N2O",
  "method": "ωB97M-V with the def2-TZVPD basis set",
  "charge": 0,
  "de_lowest_ev": 0.183,
  "homo_lumo_gap_ev": 10.430,
  "lumo_ha": 0.034,
  "homo_energy_ev": -9.5,
  "smiles": "NCCN.O",
  "elements": ["N", "C", "C", "N", "H", "H", "H", "H", "H", "H", "H", "H", "O", "H", "H"],
  "coordinates": [[1.21, -1.79, -1.34], [0.25, -0.70, -1.05], [0.87, 0.37, -0.16], [-0.18, 1.34, 0.18], [0.69, -2.55, -1.77], [1.56, -2.15, -0.46], [-0.63, -1.08, -0.53], [-0.05, -0.28, -2.00], [1.22, -0.11, 0.76], [1.70, 0.85, -0.67], [0.24, 2.10, 0.70], [-0.51, 1.82, -0.67], [-2.26, 0.37, 2.45], [-1.45, 0.58, 1.96], [-2.66, 1.24, 2.60]]
}



# 3
{
  "formula": "C2Br2O2",
  "method": "ωB97M-V with the def2-TZVPD basis set",
  "charge": 0,
  "de_lowest_ev": 0.646,
  "homo_lumo_gap_ev": 9.557,
  "lumo_ha": -0.022,
  "homo_energy_ev": -10.2,
  "smiles": "O=C(Br)C(=O)Br",
  "elements": ["O", "C", "Br", "C", "O", "Br"],
  "coordinates": [[-1.62, -1.00, -0.02], [-0.57, -0.62, 0.33], [0.29, -1.26, 1.84], [0.24, 0.69, -0.67], [-0.02, 0.87, -1.80], [1.68, 1.32, 0.32]]
}



# 4
{
  "formula": "C11H30Cu3O13",
  "method": "ωB97M-V with the def2-TZVPD basis set",
  "charge": 1,
  "de_lowest_ev": 13.674,
  "homo_lumo_gap_ev": 2.234,
  "lumo_ha": -0.220,
  "homo_energy_ev": -8.2,
  "elements": ["Cu", "Cu", "Cu", "C", "O", "O", "O", "C", "C", "O", "O", "H", "H", "H", "H", "H", "H", "C", "C", "O", "O", "H", "H", "H", "H", "H", "H", "C", "C", "O", "O", "H", "H", "H", "H", "H", "H", "C", "C", "O", "O", "H", "H", "H", "H", "H", "H", "C", "C", "O", "O", "H", "H", "H", "H", "H", "H"],
  "coordinates": [[0.53, -10.88, 22.10], [3.99, -7.87, 17.79], [5.08, -10.01, 26.65], [3.66, -7.03, 22.88], [4.84, -6.77, 22.99], [3.07, -7.65, 23.69], [3.00, -6.57, 21.96], [7.12, -1.04, 22.65], [6.24, -1.01, 21.40], [6.42, -2.24, 20.71], [6.64, -1.96, 23.57], [7.12, -0.03, 23.06], [8.12, -1.30, 22.32], [6.43, -0.21, 20.68], [5.18, -0.78, 21.54], [5.82, -2.90, 21.07], [6.54, -2.80, 23.11], [7.68, -12.46, 23.48], [8.72, -12.34, 24.69], [8.66, -11.14, 25.49], [6.34, -12.68, 24.04], [8.00, -13.21, 22.76], [7.68, -11.50, 22.96], [9.75, -12.42, 24.35], [8.63, -13.19, 25.36], [9.39, -11.23, 26.11], [5.78, -12.95, 23.31], [-3.08, -6.06, 20.64], [-2.34, -5.29, 19.54], [-1.44, -4.36, 20.09], [-2.10, -6.96, 21.12], [-3.74, -6.90, 20.42], [-3.52, -5.41, 21.40], [-3.16, -4.72, 19.10], [-1.81, -5.88, 18.80], [-0.70, -4.91, 20.33], [-1.23, -6.55, 21.17], [12.27, -6.66, 22.62], [13.54, -7.37, 22.53], [14.46, -7.13, 21.49], [11.19, -7.27, 21.90], [12.35, -5.60, 22.36], [12.03, -6.64, 23.68], [13.37, -8.44, 22.62], [14.13, -7.18, 23.43], [13.98, -7.29, 20.68], [10.36, -6.92, 22.24], [2.91, -5.04, 29.28], [1.48, -5.59, 29.21], [0.90, -5.54, 27.94], [3.91, -5.86, 28.69], [3.18, -4.95, 30.33], [2.92, -4.01, 28.92], [0.83, -5.03, 29.88], [1.32, -6.62, 29.54], [1.33, -6.12, 27.31], [4.15, -5.46, 27.85]]
}



# 5
{
  "formula": "C3H10N2O4P",
  "method": "ωB97M-V with the def2-TZVPD basis set",
  "charge": -1,
  "de_lowest_ev": 0.010,
  "homo_lumo_gap_ev": 7.665,
  "lumo_ha": 0.132,
  "homo_energy_ev": -4.1,
  "elements": ["C", "C", "C", "N", "N", "O", "O", "O", "O", "P", "H", "H", "H", "H", "H", "H", "H", "H", "H", "H"],
  "coordinates": [[0.42, -1.94, 1.87], [0.02, 0.23, 1.35], [-1.47, 0.15, 1.23], [0.86, -0.42, -1.26], [-2.26, 1.00, 0.84], [1.65, 1.07, -3.52], [0.53, 2.19, -1.54], [-0.86, 0.47, -2.86], [0.63, -0.65, 2.28], [0.68, 0.77, -2.35], [-0.20, -1.97, 0.90], [-0.20, -2.39, 2.70], [1.23, -2.60, 1.78], [0.36, 1.24, 1.44], [0.43, -0.11, 0.29], [-1.81, -0.89, 1.46], [1.83, -0.61, -0.92], [-1.75, 1.84, 0.64], [1.22, 2.71, -2.08], [-1.30, -0.09, -2.25]]
}



# 6
{
  "formula": "C5H8N2",
  "method": "ωB97M-V with the def2-TZVPD basis set",
  "charge": 0,
  "de_lowest_ev": 3.868,
  "homo_lumo_gap_ev": [6.844, 7.740],
  "lumo_ha": [0.013, 0.011],
  "homo_energy_ev": [-6.5, -7.4],
  "elements": ["C", "N", "C", "C", "C", "C", "N", "H", "H", "H", "H", "H", "H", "H", "H"],
  "coordinates": [[0.31, 0.22, -1.90], [-0.10, 0.29, -0.51], [-1.14, 0.96, 0.02], [-1.28, 0.61, 1.36], [-0.30, -0.35, 1.65], [0.50, -0.54, 0.46], [1.43, -1.51, -0.01], [0.41, -0.83, -2.17], [-0.45, 0.71, -2.52], [1.28, 0.70, -2.05], [-1.67, 1.70, -0.56], [-1.99, 1.05, 2.05], [-0.08, -0.80, 2.60], [1.49, -0.08, 0.79], [1.60, -2.14, 0.78]]
}



# 7
{
  "formula": "C38H68F3N8O10S2",
  "method": "ωB97M-V with the def2-TZVPD basis set",
  "charge": 1,
  "homo_lumo_gap_ev": 4.476,
  "lumo_ha": -0.198,
  "homo_energy_ev": -9.9,
  "elements": ["O", "S", "O", "S", "C", "C", "C", "N", "C", "C", "C", "C", "C", "C", "C", "O", "C", "C", "C", "C", "C", "C", "C", "F", "F", "F", "H", "H", "H", "H", "H", "H", "H", "H", "H", "H", "H", "H", "H", "H", "H", "H", "H", "H", "H", "C", "O", "N", "C", "C", "H", "H", "H", "H", "H", "H", "H", "C", "O", "N", "C", "C", "H", "H", "H", "H", "H", "H", "H", "C", "O", "N", "C", "C", "H", "H", "H", "H", "H", "H", "H", "C", "O", "N", "C", "C", "H", "H", "H", "H", "H", "H", "H", "C", "O", "N", "C", "C", "H", "H", "H", "H", "H", "H", "H", "C", "O", "N", "C", "C", "H", "H", "H", "H", "H", "H", "H", "C", "O", "N", "C", "C", "H", "H", "H", "H", "H", "H", "H"],
  "coordinates": [[-5.97, 6.53, 1.88], [-4.67, 6.06, 2.64], [-3.96, 7.34, 3.21], [-3.49, 5.04, 1.21], [-4.02, 5.73, -0.46], [-2.80, 5.97, -1.53], [-1.93, 4.62, -1.90], [-2.68, 3.58, -2.69], [-1.75, 2.76, -3.59], [-0.40, 2.29, -2.72], [1.01, 3.02, -3.11], [2.34, 2.59, -2.20], [2.15, 1.44, -1.02], [0.69, 0.72, -0.66], [-0.63, 1.17, -1.54], [-1.99, 0.65, -1.33], [-4.07, 3.26, 1.21], [-3.02, 2.03, 1.54], [-3.60, 0.49, 1.49], [-5.16, 0.10, 1.14], [-6.23, 1.33, 0.83], [-5.66, 2.90, 0.87], [-5.27, 4.98, 4.06], [-5.62, 5.94, 5.17], [-6.57, 4.28, 3.74], [-4.25, 4.06, 4.61], [-4.47, 6.81, -0.23], [-4.91, 5.08, -0.86], [-2.06, 6.78, -1.06], [-3.24, 6.40, -2.53], [-0.94, 5.01, -2.44], [-1.56, 4.10, -0.89], [-3.49, 3.97, -3.22], [-1.46, 3.38, -4.55], [-2.28, 1.78, -3.94], [1.08, 3.82, -3.98], [3.38, 3.11, -2.43], [3.05, 1.13, -0.35], [0.63, -0.08, 0.20], [-1.98, -0.35, -1.22], [-1.90, 2.30, 1.81], [-2.82, -0.37, 1.72], [-5.47, -1.04, 1.13], [-7.35, 1.06, 0.61], [-6.46, 3.75, 0.63], [-1.81, 9.14, -2.85], [-2.73, 8.50, -3.33], [-1.94, 10.26, -2.05], [-0.80, 10.97, -1.52], [-3.27, 10.73, -1.73], [-0.75, 8.87, -3.03], [-0.85, 10.96, -0.43], [-0.83, 12.00, -1.88], [0.14, 10.51, -1.84], [-3.82, 9.94, -1.21], [-3.80, 10.98, -2.65], [-3.22, 11.62, -1.09], [-2.26, -2.72, -1.35], [-1.51, -1.79, -1.07], [-2.61, -3.75, -0.50], [-3.50, -4.81, -0.90], [-2.05, -3.77, 0.84], [-2.74, -2.80, -2.34], [-4.37, -4.82, -0.23], [-2.98, -5.77, -0.83], [-3.84, -4.67, -1.93], [-2.35, -2.86, 1.36], [-0.96, -3.80, 0.77], [-2.41, -4.65, 1.39], [-0.65, -6.35, -0.97], [-1.37, -7.02, -0.23], [0.72, -6.49, -1.08], [1.50, -5.66, -1.97], [1.40, -7.48, -0.28], [-1.06, -5.57, -1.62], [2.02, -6.30, -2.69], [2.24, -5.10, -1.39], [0.87, -4.95, -2.52], [0.99, -8.47, -0.52], [1.22, -7.27, 0.78], [2.47, -7.47, -0.47], [4.76, -6.49, -0.21], [3.93, -7.01, 0.52], [5.44, -5.32, 0.04], [6.41, -4.78, -0.88], [5.17, -4.61, 1.27], [5.04, -6.96, -1.17], [7.38, -4.71, -0.37], [6.09, -3.79, -1.20], [6.52, -5.42, -1.76], [5.39, -5.26, 2.12], [4.11, -4.34, 1.30], [5.78, -3.70, 1.33], [2.91, -11.32, 0.74], [2.10, -10.61, 0.16], [3.95, -10.88, 1.53], [4.87, -11.79, 2.18], [4.13, -9.45, 1.72], [2.87, -12.42, 0.67], [4.82, -11.63, 3.26], [5.88, -11.58, 1.83], [4.62, -12.83, 1.95], [3.22, -9.03, 2.17], [4.28, -8.98, 0.74], [4.99, -9.25, 2.36], [-7.07, 11.74, 5.59], [-7.28, 12.94, 5.45], [-6.18, 10.99, 4.86], [-5.99, 9.57, 5.08], [-5.40, 11.64, 3.82], [-7.61, 11.15, 6.35], [-4.95, 9.39, 5.35], [-6.23, 9.03, 4.16], [-6.64, 9.21, 5.89], [-4.80, 12.44, 4.27], [-6.08, 12.08, 3.09], [-4.74, 10.92, 3.33], [9.26, -6.24, -1.30], [9.06, -5.04, -1.44], [10.15, -6.99, -2.03], [10.34, -8.41, -1.81], [10.93, -6.34, -3.07], [8.72, -6.83, -0.54], [11.38, -8.59, -1.54], [10.10, -8.95, -2.73], [9.69, -8.76, -1.00], [11.53, -5.54, -2.62], [10.25, -5.90, -3.80], [11.59, -7.06, -3.56]]
}



# 8
{
  "formula": "C28H43F9GdOP2",
  "method": "ωB97M-V with the def2-TZVPD basis set",
  "charge": 1,
  "spin_multiplicity": 8,
  "s2": 16.11,
  "de_lowest_ev": 0.000,
  "homo_lumo_gap_ev": [6.379, 3.572],
  "lumo_ha": [-0.076, -0.207],
  "homo_energy_ev": [-8.4, -9.2],
  "elements": ["Gd", "C", "C", "C", "C", "C", "C", "H", "H", "H", "C", "H", "H", "H", "C", "H", "H", "H", "C", "H", "H", "H", "C", "H", "H", "H", "C", "C", "C", "C", "C", "C", "C", "C", "H", "H", "H", "H", "H", "H", "H", "H", "H", "H", "H", "H", "P", "P", "C", "C", "H", "H", "H", "H", "C", "H", "H", "H", "C", "H", "H", "H", "C", "H", "H", "H", "C", "H", "H", "H", "F", "C", "F", "F", "C", "O", "C", "F", "F", "F", "C", "F", "F", "F"],
  "coordinates": [[-0.57, 1.21, -1.63], [-0.36, -3.19, 2.41], [0.95, -3.05, 1.87], [0.83, -1.75, 3.75], [-0.44, -2.36, 3.56], [1.68, -2.16, 2.69], [-1.45, -4.04, 1.92], [-1.16, -4.56, 1.00], [-2.36, -3.45, 1.71], [-1.73, -4.80, 2.67], [-1.62, -2.17, 4.42], [-2.39, -2.91, 4.20], [-2.06, -1.17, 4.26], [-1.35, -2.24, 5.48], [1.20, -0.85, 4.86], [0.88, -1.27, 5.83], [0.71, 0.13, 4.75], [2.28, -0.69, 4.89], [3.08, -1.75, 2.51], [3.76, -2.38, 3.11], [3.24, -0.71, 2.81], [3.39, -1.85, 1.46], [1.49, -3.77, 0.69], [2.25, -4.51, 1.00], [1.98, -3.08, -0.01], [0.70, -4.31, 0.16], [-1.74, 1.00, -3.51], [-2.22, -0.39, -3.11], [-1.38, -1.59, -3.61], [0.13, -1.62, -3.31], [0.69, -0.56, -2.38], [1.21, 0.63, -2.91], [0.78, 1.20, -4.25], [-0.75, 1.10, -4.63], [-1.51, -1.64, -4.71], [0.65, -1.62, -4.28], [-1.83, -2.52, -3.23], [-0.86, 0.27, -5.35], [-2.53, 1.76, -3.48], [-3.18, -0.51, -3.64], [-0.99, 2.01, -5.20], [1.10, 2.25, -4.29], [2.17, 1.00, -2.54], [1.32, 0.68, -5.06], [0.36, -2.60, -2.85], [1.07, -0.94, -1.41], [-3.06, -0.63, -1.38], [3.17, 1.93, -0.17], [1.08, 3.14, -1.69], [2.55, 3.23, -1.37], [0.51, 3.66, -0.93], [0.85, 3.61, -2.66], [3.19, 3.14, -2.26], [2.77, 4.19, -0.87], [3.92, 2.94, 1.14], [4.55, 2.28, 1.75], [3.11, 3.34, 1.77], [4.51, 3.77, 0.71], [4.55, 1.28, -1.17], [4.93, 2.03, -1.86], [4.18, 0.40, -1.73], [5.34, 0.94, -0.48], [-4.83, -0.53, -1.83], [-5.28, -1.53, -1.86], [-4.97, -0.03, -2.80], [-5.32, 0.08, -1.06], [-2.82, -2.39, -0.93], [-3.17, -2.50, 0.10], [-1.76, -2.66, -0.95], [-3.40, -3.05, -1.59], [-0.95, 0.60, 2.99], [-0.71, 1.94, 2.87], [-1.29, 2.55, 3.95], [0.64, 2.08, 2.98], [-1.24, 2.42, 1.51], [-0.64, 1.65, 0.52], [-2.78, 2.25, 1.44], [-3.48, 3.04, 2.29], [-3.20, 2.51, 0.16], [-3.14, 0.96, 1.69], [-0.89, 3.92, 1.34], [-1.46, 4.70, 2.29], [0.46, 4.13, 1.38], [-1.31, 4.36, 0.12]]
}



# 9
{
  "formula": "C5H4I2",
  "method": "ωB97M-V with the def2-TZVPD basis set",
  "charge": 0,
  "de_lowest_ev": 4.724,
  "homo_lumo_gap_ev": [4.775, 4.780],
  "lumo_ha": [-0.130, -0.130],
  "homo_energy_ev": [-8.3, -8.3],
  "elements": ["C", "C", "C", "C", "C", "I", "I", "H", "H", "H", "H"],
  "coordinates": [[0.06, 0.67, -1.15], [-0.17, 1.94, -0.93], [-0.58, 0.95, 0.40], [0.36, -0.67, -0.95], [-0.19, -0.63, 0.36], [3.41, -0.69, 0.56], [-2.16, -1.84, 0.33], [-0.15, 1.41, 1.15], [-1.72, 1.22, 0.50], [0.84, -1.47, -1.45], [0.30, -0.89, 1.18]]
}



Number 1: electronic energy -4527.3843 Eh. Number 2: electronic energy -266.9375 Eh. Number 3: electronic energy -5374.6844 Eh. Number 4: electronic energy -6335.8249 Eh. Number 5: electronic energy -872.2175 Eh. Number 6: electronic energy -304.6934 Eh. Number 7: electronic energy -3774.0692 Eh. Number 8: electronic energy -3514.5198 Eh. Number 9: electronic energy -788.0272 Eh.